[1]
C34H84Cl10N4O20P4 | the ωB97M-V functional and the def2-TZVPD basis

As for the HOMO-LUMO gap: 8.91 eV. The value obtained for the maximum force is 4.71 eV Å⁻¹. The calculation puts the total energy at -245917.3684 eV. The HOMO energy comes out at -8.9 eV.

ORCA input file:
```
! RIJCOSX wB97M-V def2-TZVPD def2/J DEFGRID3
* xyz 0 1
C 1.57 -6.36 -4.79
C 1.48 -5.17 -3.87
O 1.99 -5.29 -2.77
N 0.70 -4.16 -4.31
C 0.39 -2.95 -3.65
H 2.24 -6.25 -5.64
H 0.63 -6.70 -5.23
H 2.00 -7.11 -4.13
H 0.27 -4.26 -5.22
H 0.55 -2.16 -4.37
H 0.87 -2.88 -2.67
H -0.68 -2.95 -3.47
C -0.59 3.69 2.94
C -0.46 5.09 3.59
O 0.57 5.78 3.55
N -1.56 5.66 4.20
C -2.96 5.16 4.12
H -1.39 3.11 3.38
H 0.24 3.17 3.40
H -0.56 3.89 1.86
H -1.46 6.45 4.82
H -3.22 4.42 4.88
H -2.95 4.73 3.12
H -3.64 6.01 4.18
C -5.66 3.89 0.21
C -4.31 3.36 -0.27
O -4.26 2.16 -0.51
N -3.43 4.32 -0.26
C -2.16 4.17 -0.96
H -6.37 3.61 -0.57
H -5.65 4.98 0.28
H -5.97 3.43 1.15
H -3.66 5.28 -0.06
H -1.88 5.19 -1.23
H -2.16 3.58 -1.88
H -1.43 3.77 -0.26
C -4.33 -4.95 3.94
C -4.76 -3.47 4.05
O -5.43 -3.05 4.98
N -4.36 -2.66 3.10
C -4.15 -3.13 1.73
H -4.99 -5.62 3.38
H -4.27 -5.33 4.96
H -3.29 -5.10 3.66
H -4.53 -1.72 3.43
H -3.72 -2.30 1.17
H -5.08 -3.36 1.22
H -3.63 -4.09 1.66
C -5.73 2.86 4.15
O -4.46 2.28 4.22
P -4.17 0.71 3.98
O -4.76 -0.23 5.03
O -4.54 0.46 2.44
C -5.83 0.08 2.21
O -2.54 0.51 3.84
C -1.86 -0.57 4.38
H -5.83 3.24 5.17
H -6.62 2.30 3.85
H -5.52 3.79 3.63
H -6.54 0.13 3.03
H -5.81 -0.98 1.94
H -6.26 0.77 1.48
H -2.54 -0.98 5.13
H -0.91 -0.22 4.77
H -1.71 -1.37 3.66
C 3.46 -5.12 0.00
O 4.71 -4.52 0.27
P 5.59 -3.76 -0.86
O 4.77 -2.93 -1.85
O 6.64 -4.89 -1.50
C 6.19 -5.90 -2.39
O 6.57 -2.87 0.08
C 7.45 -3.42 1.03
H 2.83 -5.09 0.89
H 3.53 -6.19 -0.21
H 2.91 -4.56 -0.75
H 6.90 -6.13 -3.18
H 5.27 -5.56 -2.86
H 5.91 -6.78 -1.81
H 8.42 -3.07 0.68
H 7.26 -4.48 1.22
H 7.23 -2.95 1.99
C 0.94 5.36 -6.39
O 0.59 5.31 -5.06
P 1.22 4.37 -3.92
O 0.42 3.10 -3.82
O 1.33 5.18 -2.45
C 1.91 4.56 -1.27
O 2.82 4.26 -4.33
C 3.68 5.43 -4.19
H 1.50 6.25 -6.68
H 0.03 5.24 -6.97
H 1.62 4.53 -6.59
H 2.23 5.18 -0.44
H 2.78 4.02 -1.65
H 1.33 3.82 -0.72
H 3.06 6.32 -4.03
H 4.21 5.50 -5.14
H 4.39 5.18 -3.40
C 1.35 1.08 1.34
O 0.82 -0.24 1.22
P 0.22 -0.73 -0.24
O 0.01 -2.22 -0.31
O -1.09 0.12 -0.56
C -2.19 0.18 0.29
O 1.30 -0.33 -1.38
C 2.54 -0.98 -1.42
H 1.12 1.71 0.47
H 2.43 1.05 1.50
H 1.02 1.51 2.28
H -2.06 -0.37 1.22
H -2.94 -0.42 -0.23
H -2.49 1.17 0.63
H 2.81 -1.51 -0.51
H 3.25 -0.15 -1.42
H 2.69 -1.60 -2.31
Cl 3.07 -0.30 -5.07
C 4.35 0.81 -4.69
C 5.22 1.26 -5.90
Cl 5.90 -0.14 -6.82
H 4.90 0.46 -3.81
H 3.81 1.69 -4.33
H 6.07 1.81 -5.50
H 4.69 1.90 -6.61
Cl -4.65 1.35 -5.18
C -3.56 1.94 -3.91
C -3.21 0.87 -2.90
Cl -2.46 -0.53 -3.90
H -4.12 2.70 -3.38
H -2.65 2.35 -4.37
H -4.13 0.47 -2.49
H -2.46 1.25 -2.21
Cl -2.94 -5.39 -2.32
C -1.68 -4.95 -1.13
C -1.09 -6.25 -0.61
Cl -0.07 -5.97 0.76
H -2.04 -4.22 -0.40
H -0.88 -4.57 -1.77
H -0.56 -6.71 -1.45
H -1.95 -6.86 -0.33
Cl 1.91 -1.57 4.40
C 1.90 -3.06 3.42
C 1.23 -4.00 4.38
Cl -0.51 -3.79 4.43
H 2.90 -3.42 3.17
H 1.32 -2.80 2.53
H 1.67 -3.92 5.38
H 1.34 -5.06 4.17
Cl 3.54 3.59 2.12
C 4.44 3.84 3.62
C 3.46 4.67 4.47
Cl 4.40 5.25 5.92
H 5.30 4.50 3.51
H 4.53 2.90 4.16
H 2.54 4.12 4.66
H 3.07 5.54 3.95
*
```

Atom charges from the Mulliken analysis, given in e for atoms 1 to 5: -1.38, 0.68, -0.48, 0.02, -0.39



[2]
C4H3Li2NaO2 | the ωB97M-V functional and the def2-TZVPD basis

As for the HOMO-LUMO gap: 3.87 eV. The value obtained for the maximum force is 6.08 eV Å⁻¹. The calculation puts the total energy at -13111.3074 eV. The HOMO energy comes out at -5.3 eV.

ORCA input file:
```
! RIJCOSX wB97M-V def2-TZVPD def2/J DEFGRID3
* xyz 0 1
C -1.47 0.40 0.04
O -1.52 0.34 -1.24
Li -0.12 -2.14 0.09
Li -2.75 -2.01 -1.50
H -1.02 0.50 1.65
C -0.34 1.01 0.73
C 1.03 0.77 0.11
C 1.65 -0.42 0.35
O 1.22 -1.46 1.07
Na 1.18 1.49 -2.13
H -0.53 2.08 0.93
H 2.66 -0.58 -0.09
*
```

Atom charges from the Mulliken analysis, given in e for atoms 1 to 5: -0.27, -0.36, 0.62, 0.47, 0.29



[3]
C20H22BrN4O4PtS2Sb | the ωB97M-V functional and the def2-TZVPD basis

As for the HOMO-LUMO gap (spin up / spin down): 6.66 / 6.84 eV. The value obtained for the maximum force is 1.02 eV Å⁻¹. Its expectation value of S² is 6.030. The calculation puts the total energy at -136727.4911 eV. The HOMO energy (spin up / spin down) comes out at -11.4 / -14.1 eV.

ORCA input file:
```
! RIJCOSX wB97M-V def2-TZVPD def2/J DEFGRID3
* xyz 2 5
Pt 0.06 0.83 0.25
O -1.61 -1.00 0.49
S -0.55 -1.71 1.19
O -0.95 -2.93 1.89
O 0.28 -0.79 1.98
O 0.39 -2.32 0.05
N 4.41 1.67 -0.04
C 5.24 0.59 -0.09
C 6.63 0.77 -0.16
C 7.46 -0.33 -0.20
C 6.94 -1.63 -0.18
C 5.58 -1.83 -0.12
C 4.72 -0.71 -0.07
S 3.03 -0.98 0.01
N 2.32 0.48 0.00
C 3.04 1.66 0.03
C 2.33 2.88 0.11
C 2.94 4.16 0.08
C 2.17 5.29 0.15
C 0.78 5.17 0.24
C 0.24 3.91 0.26
N 0.97 2.79 0.20
H 4.86 2.57 -0.02
H 7.04 1.77 -0.18
H 8.53 -0.18 -0.26
H 7.60 -2.48 -0.22
H 5.17 -2.83 -0.10
H 4.01 4.27 0.00
H 2.64 6.26 0.13
H 0.14 6.03 0.30
H -0.83 3.77 0.34
Br -1.20 1.29 -2.19
C -2.50 1.81 -0.90
C -3.74 2.27 -1.26
C -4.60 2.62 -0.22
C -4.17 2.48 1.10
C -2.89 2.01 1.34
N -2.06 1.69 0.34
H -4.04 2.36 -2.29
H -5.59 2.99 -0.43
H -4.82 2.73 1.93
H -2.51 1.87 2.34
C -1.43 -5.24 0.09
Sb 0.42 -4.29 0.34
C 1.58 -4.64 2.05
C 1.49 -4.61 -1.45
H -1.25 -6.30 -0.08
H -1.91 -4.79 -0.78
H -2.02 -5.06 0.99
H 1.98 -5.65 2.02
H 0.93 -4.50 2.91
H 2.39 -3.90 2.06
H 1.74 -5.67 -1.55
H 2.39 -4.00 -1.47
H 0.83 -4.32 -2.27
*
```

Atom charges from the Mulliken analysis, given in e for atoms 1 to 5: 0.82, -0.64, 1.48, -0.74, -0.69